1.
ORCA calculation (ωB97M-V with the def2-TZVPD basis set) on C5H15N3 as an isolated structure in a non-equilibrium geometry.

The geometry in XYZ format:
```
23
C5H15N3 (ωB97M-V with the def2-TZVPD basis set)
C -2.310 -1.096 -0.660
C -1.716 0.026 0.221
C -0.306 0.320 0.543
C 0.506 0.981 -0.548
N 1.864 0.526 -0.163
C 2.912 0.538 -1.183
N 4.246 0.251 -0.582
N -2.874 -0.919 2.205
H -2.743 -1.916 -0.070
H -1.565 -1.633 -1.122
H -2.099 1.050 0.242
H -2.942 -0.783 -1.449
H 0.338 -0.514 0.906
H -0.204 0.995 1.466
H 0.404 2.082 -0.456
H 0.109 0.608 -1.690
H 2.759 1.502 -1.761
H 2.765 -0.341 -1.784
H 5.156 0.079 -1.184
H 4.316 0.539 0.441
H -2.634 -1.175 3.100
H -2.129 -0.307 1.252
H -3.851 -0.813 2.278
```

The HOMO energy is -17.68 eV. The molecular weight comes out at 117.20 Da. The charge is +2. The value obtained for the energy above the lowest of the compared OMol25 structures with the same formula, charge and spin is 301.78 kcal/mol. The spin multiplicity is 1. The LUMO energy is -11.813 eV. As for the largest force on an atom: 6.3 eV/A.

Atomic partial charges in e from the Mulliken method, atoms 1 to 8:
1 C -1.216
2 C 0.490
3 C -0.912
4 C -0.492
5 N -0.069
6 C -0.209
7 N -0.385
8 N -0.368

=====

2.
ORCA calculation (ωB97M-V with the def2-TZVPD basis set) on one molecule with the formula C3H4N4O in a non-equilibrium geometry.

The geometry in XYZ format:
```
12
C3H4N4O (ωB97M-V with the def2-TZVPD basis set)
C 1.008 -0.738 -0.463
C -1.089 -0.379 -1.099
C -0.247 0.903 0.845
H 2.538 -2.152 -0.745
H -1.871 -0.501 -1.941
H -2.316 0.786 0.172
H 0.482 1.884 2.258
N 2.205 -1.251 -0.149
N 0.183 -0.811 -1.403
N -1.372 0.299 0.072
N -0.437 1.823 1.718
O 0.917 0.136 0.736
```

The HOMO energy is -9.18 eV. As for the structure (SMILES): [H]/N=c1/[nH]cn/c(=N\[H])o1. The molecular weight comes out at 112.09 Da. The value obtained for the energy above the lowest of the compared OMol25 structures with the same formula, charge and spin is 62.90 kcal/mol. The spin multiplicity is 1. The LUMO energy is -0.550 eV. As for the largest force on an atom: 11.9 eV/A.

Atomic partial charges in e from the natural (NBO) method, atoms 1 to 8:
1 C 0.622
2 C 0.342
3 C 0.675
4 H 0.343
5 H 0.227
6 H 0.442
7 H 0.376
8 N -0.665

=====

3.
ORCA calculation (ωB97M-V with the def2-TZVPD basis set) on C5H7N3 as an isolated structure in a non-equilibrium geometry.

The geometry in XYZ format:
```
15
C5H7N3 (ωB97M-V with the def2-TZVPD basis set)
C -1.528 -1.186 -1.003
C -1.322 -0.973 0.974
C -0.348 -0.090 0.619
C 0.593 0.798 1.283
C 1.524 1.529 0.834
H 0.602 0.823 -2.450
H 1.491 -0.259 -1.283
H -1.668 -1.748 -1.968
H -1.645 -1.319 2.045
H 0.655 0.490 2.508
H 1.411 2.078 -0.260
H 2.352 1.879 1.473
N 0.545 -0.263 -1.929
N -0.562 -0.187 -0.922
N -2.101 -1.572 0.078
```

The HOMO energy is -8.57 eV. The molecular weight comes out at 109.13 Da. The value obtained for the energy above the lowest of the compared OMol25 structures with the same formula, charge and spin is 121.51 kcal/mol. The spin multiplicity is 1. The LUMO energy is 0.672 eV. As for the largest force on an atom: 7.7 eV/A.

Atomic partial charges in e from the natural (NBO) method, atoms 1 to 8:
1 C 0.243
2 C -0.020
3 C -0.004
4 C -0.211
5 C -0.418
6 H 0.356
7 H 0.375
8 H 0.201

=====

4.
ORCA calculation (ωB97M-V with the def2-TZVPD basis set) on a 2-piece molecular cluster, C5H8O overall.

The geometry in XYZ format:
```
14
C5H8O (ωB97M-V with the def2-TZVPD basis set)
C 1.865 1.049 -0.953
C 0.840 1.892 -0.884
C -1.171 -2.085 -0.011
C -1.099 -0.782 0.262
C -0.819 -0.328 1.642
O -0.682 0.833 1.964
H 2.178 0.464 -0.090
H 2.446 0.919 -1.863
H 0.266 2.008 0.033
H 0.525 2.474 -1.749
H -1.033 -2.833 0.768
H -1.363 -2.453 -1.015
H -1.215 -0.013 -0.498
H -0.738 -1.145 2.395
```

The HOMO energy is -9.96 eV. As for the structure (SMILES): C=CC=O.C=C. The molecular weight comes out at 84.12 Da. The value obtained for the energy above the lowest of the compared OMol25 structures with the same formula, charge and spin is 48.28 kcal/mol. The spin multiplicity is 1. The LUMO energy is 0.215 eV. As for the largest force on an atom: 0.6 eV/A.

Atomic partial charges in e from the natural (NBO) method, atoms 1 to 8:
1 C -0.393
2 C -0.398
3 C -0.307
4 C -0.307
5 C 0.396
6 O -0.522
7 H 0.192
8 H 0.191